# 1
Entry from the OMol25 dataset: a 2-piece molecular cluster, C3H9N2 overall in a non-equilibrium geometry (the ωB97M-V functional and the def2-TZVPD basis).

As for the net charge: +1. For the maximum force, the calculation gives 5.421 eV Å⁻¹. As for the total energy: -228.85457 hartree. For the orbital gap, the calculation gives 9.350 eV. The energy above the lowest of the compared OMol25 structures with the same formula, charge and spin is 83.0 kcal/mol.

Geometry (Å):
C -0.27 -0.71 -1.69
N -0.11 0.36 -2.39
H 0.68 -1.44 -1.48
H -1.27 -0.95 -1.15
H -0.97 0.99 -2.56
H 0.74 0.59 -2.86
C -0.90 -0.07 1.69
C 1.31 0.41 1.20
N 0.22 0.01 0.71
H -1.72 -0.83 1.31
H -1.37 0.93 1.63
H -0.55 -0.15 2.79
H 2.32 0.46 0.58
H 1.88 0.39 2.21

# 2
Entry from the OMol25 dataset: a 4-piece molecular cluster, C43H58F24N3O8P2S overall in a non-equilibrium geometry (the ωB97M-V functional and the def2-TZVPD basis).

As for the net charge: +1. For the maximum force, the calculation gives 1.582 eV Å⁻¹. As for the total energy: -5916.76036 hartree. For the orbital gap, the calculation gives 7.002 eV.

Geometry (Å):
C -5.45 -6.97 0.11
C -4.39 -6.72 -0.39
C -3.06 -6.42 -0.92
N -2.90 -5.00 -1.29
C -2.54 -4.08 -0.47
N -2.27 -4.40 0.86
S -3.46 -3.87 1.95
C -0.84 -4.06 1.11
C -0.41 -4.59 2.49
C 0.70 -5.67 2.35
C -0.44 -2.57 0.75
C 1.12 -2.55 0.83
C 1.75 -2.20 2.20
C 2.88 -3.16 2.67
O 2.63 -3.73 3.95
C 2.60 -2.81 4.96
C 1.32 -2.82 5.78
O 3.49 -2.04 5.18
C -1.17 -1.63 1.73
C -0.71 -0.22 2.08
C -1.51 0.43 3.04
C -1.24 1.73 3.44
C -0.16 2.46 2.92
C 0.08 3.90 3.34
C 0.66 1.82 2.00
C 0.37 0.51 1.62
C -0.89 -2.31 -0.77
P 0.06 -3.36 -1.98
O 1.53 -3.15 -2.03
P -0.71 -0.49 -1.28
C 1.00 -0.20 -1.94
C -1.67 -0.13 -2.82
C -1.51 1.38 -3.16
N -2.33 -2.76 -0.80
O -3.01 -2.49 -2.01
C -4.34 -1.99 -1.74
C -5.42 -2.91 -2.37
C -6.54 -3.27 -1.37
O -4.88 -4.07 -3.01
H -6.44 -7.00 0.51
H -2.25 -6.70 -0.25
H -2.89 -6.99 -1.84
H -3.09 -4.75 -2.26
H -4.08 -5.04 2.27
H -0.28 -4.67 0.39
H -0.11 -3.81 3.19
H -1.22 -5.12 3.00
H 1.24 -5.81 3.28
H 1.35 -5.51 1.49
H 0.18 -6.62 2.16
H 1.49 -1.84 0.10
H 1.52 -3.51 0.51
H 1.03 -2.03 3.01
H 2.25 -1.23 2.09
H 3.82 -2.61 2.72
H 3.02 -3.98 1.96
H 1.47 -2.38 6.76
H 0.55 -2.28 5.23
H 0.96 -3.86 5.84
H -2.20 -1.52 1.37
H -1.30 -2.15 2.69
H -2.36 -0.08 3.48
H -1.91 2.20 4.16
H 0.88 4.30 2.72
H 0.46 3.86 4.37
H -0.82 4.50 3.30
H 1.51 2.35 1.58
H 1.05 0.04 0.91
H -0.52 -3.03 -3.24
H -0.18 -4.75 -1.84
H 1.77 -0.21 -1.17
H 0.95 0.82 -2.33
H 1.25 -0.84 -2.78
H -2.73 -0.32 -2.73
H -1.29 -0.72 -3.67
H -0.59 1.57 -3.72
H -2.39 1.72 -3.70
H -1.46 1.94 -2.22
H -4.47 -0.97 -2.10
H -4.47 -1.95 -0.66
H -5.91 -2.32 -3.15
H -6.76 -4.33 -1.40
H -7.42 -2.67 -1.59
H -6.26 -3.02 -0.34
H -4.82 -3.86 -3.94
C 6.48 -0.25 -1.11
C 7.38 -1.41 -0.63
C 8.41 -2.00 -1.61
F 7.85 -2.48 -2.73
F 9.05 -3.02 -1.00
F 6.60 -2.39 -0.11
F 8.11 -0.91 0.40
O 5.16 -0.52 -1.58
C 4.88 -0.91 -2.88
C 4.35 -2.34 -2.98
F 5.18 -3.22 -2.39
F 4.25 -2.69 -4.28
F 5.93 -0.67 -3.69
F 3.88 -0.10 -3.31
H 6.31 0.34 -0.21
H 7.01 0.41 -1.79
H 9.15 -1.24 -1.88
H 3.37 -2.42 -2.50
C 2.16 4.51 -6.78
C 1.69 3.31 -5.93
C 1.48 1.96 -6.62
F 0.58 1.99 -7.61
F 1.03 1.07 -5.69
F 0.59 3.66 -5.23
F 2.68 3.09 -5.02
O 1.20 5.45 -7.27
C 0.48 5.25 -8.43
C -1.02 5.07 -8.18
F -1.26 4.09 -7.28
F -1.63 4.73 -9.33
F 1.01 4.26 -9.17
F 0.61 6.38 -9.16
H 2.76 5.11 -6.10
H 2.84 4.20 -7.57
H 2.43 1.58 -7.02
H -1.45 6.00 -7.80
C -0.61 7.63 6.51
C -1.04 7.06 5.14
C -1.70 8.00 4.13
F -2.82 8.57 4.59
F -2.02 7.28 3.02
F -1.80 5.96 5.34
F 0.11 6.64 4.54
O -1.46 7.46 7.65
C -2.51 8.32 7.93
C -3.88 7.65 7.81
F -4.04 7.05 6.61
F -4.85 8.58 7.95
F -2.42 9.45 7.20
F -2.37 8.69 9.22
H 0.27 7.04 6.78
H -0.26 8.65 6.42
H -1.00 8.78 3.83
H -3.99 6.89 8.59

# 3
Entry from the OMol25 dataset: C4H10O2 as an isolated structure (the ωB97M-V functional and the def2-TZVPD basis).

For the maximum force, the calculation gives 0.493 eV Å⁻¹. As for the total energy: -308.71292 hartree. For the orbital gap, the calculation gives 8.337 eV. The energy above the lowest of the compared OMol25 structures with the same formula, charge and spin is 116.2 kcal/mol.

Geometry (Å):
C -0.75 -0.32 -1.54
O -0.59 0.01 -0.16
C 1.06 0.58 0.18
C -1.39 1.13 0.27
C 1.48 -0.38 1.22
O 1.62 -1.77 0.89
H -0.54 0.55 -2.17
H -0.02 -1.11 -1.73
H -1.76 -0.68 -1.70
H 1.49 0.22 -0.77
H -2.43 0.96 -0.02
H -0.98 2.05 -0.17
H -1.29 1.17 1.35
H 2.49 -0.03 1.49
H 0.87 -0.28 2.13
H 0.73 -2.10 0.73